Record 1
2 unconnected molecules or ions with the total composition C2H2NO2S2 at a distorted geometry. Source: the Open Molecules 2025 dataset; level of theory: ωB97M-V with the def2-TZVPD basis set.

Last column: Mulliken charge in e.
Positions of all 9 atoms, in Å:
C: 0.125 0.922 0.397  0.4093
C: -0.245 -1.051 -1.726  0.6897
N: 0.135 -0.094 1.343  -0.4662
O: -0.951 -1.795 -1.128  -0.4612
O: -0.424 0.757 -0.704  -0.6099
S: 0.799 -0.546 -2.743  -0.3905
S: 0.792 2.362 0.863  -0.5874
H: -0.628 -0.842 1.463  0.2106
H: 0.397 0.288 2.234  0.2057

Output
net charge = -1
LUMO energy = 3.3 eV
energy relative to the best compared isomer or geometry (same formula, charge and spin) = 0.366 eV
frontier orbital gap = 6.9 eV
E_tot = -1079.1053 a.u.
HOMO energy = -0.1312 Ha

Record 2
A molecular structure, C5H8O. Source: the Open Molecules 2025 dataset; level of theory: ωB97M-V with the def2-TZVPD basis set.

Last column: Mulliken charge in e.
Positions of all 14 atoms, in Å:
C: -0.097 1.645 -0.377  -1.3054
C: -0.357 0.231 -0.843  0.0726
C: 0.461 -0.961 -0.395  -0.3924
C: 0.775 -0.835 1.087  -0.3822
O: -0.612 -0.592 1.408  -0.4198
C: -0.967 -0.807 0.047  -0.1934
H: -0.135 1.693 0.716  0.3196
H: -0.860 2.328 -0.765  0.3715
H: 0.882 2.008 -0.707  0.2781
H: -0.671 0.130 -1.882  0.4194
H: 0.911 -1.669 -1.080  0.3645
H: 1.427 -0.012 1.406  0.2277
H: 1.109 -1.775 1.540  0.2876
H: -1.865 -1.385 -0.156  0.3524

Output
LUMO energy = 1.1 eV
energy relative to the best compared isomer or geometry (same formula, charge and spin) = 2.345 eV
frontier orbital gap = 10.4 eV
E_tot = -270.4717 a.u.
HOMO energy = -0.3400 Ha

Record 3
CH5BrN2O in the gas phase at a distorted geometry. Source: the Open Molecules 2025 dataset; level of theory: ωB97M-V with the def2-TZVPD basis set.

Last column: Mulliken charge in e.
Positions of all 10 atoms, in Å:
O: 1.973 -0.681 0.254  -0.5264
C: 0.621 -0.627 -0.031  -0.3205
N: 0.070 0.676 0.506  -0.2798
N: -1.337 1.129 0.024  -0.3877
Br: -2.699 -0.205 -0.147  -0.0693
H: 2.554 -0.407 -0.567  0.3634
H: -0.017 -1.361 0.400  0.3537
H: 0.280 -0.667 -1.071  0.2935
H: -0.170 0.616 1.485  0.2789
H: -1.275 1.527 -0.853  0.2941

Output
structure (SMILES) = OCNNBr
LUMO energy = 0.3 eV
energy relative to the best compared isomer or geometry (same formula, charge and spin) = 1.256 eV
frontier orbital gap = 9.7 eV
E_tot = -2799.7611 a.u.
HOMO energy = -0.3459 Ha

Record 4
2 unconnected molecules or ions with the total composition C3H3N3S at a distorted geometry. Source: the Open Molecules 2025 dataset; level of theory: ωB97M-V with the def2-TZVPD basis set.

Last column: Mulliken charge in e.
Positions of all 10 atoms, in Å:
N: -0.354 -1.224 1.285  -0.4652
C: -0.470 -0.217 0.578  0.2897
C: -1.028 0.953 0.294  0.0005
N: -1.196 1.631 -0.735  -0.3959
H: -0.888 -1.545 2.190  0.2866
H: -1.860 2.356 -0.774  0.2526
N: 1.381 -1.136 -1.251  -0.4274
C: 1.658 -0.258 -0.481  0.4359
S: 2.174 0.571 0.758  -0.3047
H: 0.583 -1.131 -1.864  0.3280

Output
structure (SMILES) = N=C=C=N.N=C=S
LUMO energy = -0.3 eV
energy relative to the best compared isomer or geometry (same formula, charge and spin) = 4.517 eV
frontier orbital gap = 7.9 eV
E_tot = -678.4133 a.u.
HOMO energy = -0.3030 Ha

Record 5
2 unconnected molecules or ions with the total composition C4H6N2O at a distorted geometry. Source: the Open Molecules 2025 dataset; level of theory: ωB97M-V with the def2-TZVPD basis set.

Last column: Mulliken charge in e.
Positions of all 13 atoms, in Å:
H: 1.220 -3.200 -0.569  0.2381
N: 0.847 -2.271 -0.391  -0.5951
C: 1.755 -1.413 -0.587  0.1211
O: 1.573 -0.087 -0.440  -0.3607
C: 0.291 0.401 -0.305  -0.0613
C: 0.119 1.655 0.085  -0.4750
H: 2.790 -1.587 -0.902  0.3639
H: -0.483 -0.314 -0.578  0.2648
H: 0.969 2.253 0.395  0.2404
H: -0.857 2.120 0.106  0.2385
C: -2.762 0.868 1.038  0.1752
N: -3.049 1.662 1.824  -0.3693
H: -2.483 0.140 0.303  0.2195

Output
structure (SMILES) = [H]/N=C/OC=C.C#N
LUMO energy = 0.9 eV
energy relative to the best compared isomer or geometry (same formula, charge and spin) = 2.719 eV
frontier orbital gap = 10.5 eV
E_tot = -340.6950 a.u.
HOMO energy = -0.3529 Ha

Record 6
2 unconnected molecules or ions with the total composition C5H14O at a distorted geometry. Source: the Open Molecules 2025 dataset; level of theory: ωB97M-V with the def2-TZVPD basis set.

Last column: Mulliken charge in e.
Positions of all 20 atoms, in Å:
C: 1.563 -0.477 -0.388  -0.8524
C: 1.884 0.530 0.720  0.5958
C: 1.258 0.091 2.068  -1.2039
O: 3.327 0.516 0.785  -0.5377
H: 1.942 -1.501 -0.337  0.3130
H: 2.024 -0.056 -1.280  0.3602
H: 0.483 -0.600 -0.517  -0.0088
H: 1.607 1.543 0.412  0.2104
H: 1.980 -0.368 2.731  0.4422
H: 0.839 0.953 2.607  0.2940
H: 0.408 -0.542 1.824  0.2523
H: 3.559 0.629 1.712  0.2815
C: -2.174 -0.231 -0.704  -0.6850
C: -3.092 0.031 -1.901  -0.8859
H: -1.157 -0.457 -1.017  -0.0400
H: -1.914 0.648 -0.117  0.3262
H: -2.527 -1.070 -0.106  0.3437
H: -3.353 1.089 -2.010  0.2568
H: -4.040 -0.444 -1.656  0.2609
H: -2.618 -0.283 -2.825  0.2768

Output
structure (SMILES) = CC(C)O.CC
LUMO energy = 1.0 eV
energy relative to the best compared isomer or geometry (same formula, charge and spin) = 1.092 eV
frontier orbital gap = 11.2 eV
E_tot = -274.1019 a.u.
HOMO energy = -0.3760 Ha